Entry from the OMol25 dataset: the molecule C9H13F2N2OP (ωB97M-V with the def2-TZVPD basis set).

Results
Molecular weight in g mol⁻¹: 234.19
Total charge: 0
DFT total energy in Ha: -1076.48542

Each atom is followed by the atoms it is bonded to, with distances in Å.
Geometry (Å):
1 C -0.729 0.692 -0.028  C8 1.436, N10 1.342, O12 1.354
2 C -2.769 0.117 0.045  C9 1.475, N11 1.313, O12 1.326
3 C 3.538 -0.487 0.104  C4 1.480, C5 1.511, H16 1.146, H17 1.144
4 C 2.954 0.252 -1.038  C3 1.480, C6 1.561, H18 1.168, H19 1.204
5 C 2.747 -0.232 1.365  C3 1.511, C7 1.462, H20 1.058, H21 1.049
6 C 1.444 -0.063 -1.280  C4 1.561, C8 1.581, H22 1.131, H23 1.074
7 C 1.292 -0.201 1.223  C5 1.462, C8 1.576, H24 1.015, H25 1.062
8 C 0.701 0.552 -0.028  C1 1.436, C6 1.581, C7 1.576, H26 1.165
9 C -4.040 -0.619 0.181  C2 1.475, F13 1.351, F14 1.370, P15 1.891
10 N -1.475 1.758 -0.357  C1 1.342, N11 1.338
11 N -2.757 1.404 -0.214  C2 1.313, N10 1.338
12 O -1.544 -0.359 0.223  C1 1.354, C2 1.326
13 F -4.073 -1.622 -0.723  C9 1.351
14 F -4.194 -1.233 1.397  C9 1.370
15 P -5.312 0.733 -0.180  C9 1.891, H27 1.430, H28 1.483
16 H 3.499 -1.613 -0.108  C3 1.146
17 H 4.632 -0.321 0.395  C3 1.144
18 H 3.046 1.389 -0.789  C4 1.168
19 H 3.467 0.133 -2.121  C4 1.204
20 H 3.128 -1.008 1.975  C5 1.058
21 H 3.011 0.655 1.859  C5 1.049
22 H 1.126 0.552 -2.174  C6 1.131
23 H 1.270 -1.108 -1.454  C6 1.074
24 H 1.026 -1.165 1.050  C7 1.015
25 H 0.734 0.178 2.044  C7 1.062
26 H 1.114 1.636 -0.133  C8 1.165
27 H -5.452 0.175 -1.488  P15 1.430
28 H -6.385 -0.194 0.253  P15 1.483